{
  "formula": "C2H5N3",
  "method": "ωB97M-V/def2-TZVPD",
  "e_lumo_ev": -13.4,
  "max_force_ev_per_a": 2.755,
  "smiles": "CC(=[NH2+])[N+]#N",
  "gap_ev": 11.14,
  "total_energy_ha": -242.63686,
  "total_charge": 2,
  "spin_multiplicity": 1,
  "symbols": ["C", "C", "N", "N", "N", "H", "H", "H", "H", "H"],
  "positions_angstrom": [[0.50074, -0.58118, 0.84964], [-0.10359, 0.18416, -0.17746], [-1.34212, 0.25875, -0.35576], [0.83550, 0.85787, -1.06465], [1.62034, 1.15245, -1.76128], [-0.15218, -1.36080, 1.22193], [1.33325, -1.13327, 0.36838], [0.91492, 0.05232, 1.71923], [-1.92294, -0.32510, 0.22823], [-1.68392, 0.89482, -1.02825]],
  "forces_ev_per_angstrom": [[2.4, -0.8, 1.1], [0.2, -0.5, 1.3], [0.8, 0.6, -0.7], [-0.7, 0.1, -0.2], [0.4, 0.3, -0.2], [-0.5, 0.1, 0.3], [0.2, 0.2, 0.5], [-0.4, -0.7, -1.2], [-0.8, -0.1, 0.3], [-1.5, 0.8, -1.2]],
  "mulliken_charge": [-1.049, 0.673, -0.069, 0.446, 0.181, 0.405, 0.399, 0.393, 0.329, 0.291]
}